{
  "formula": "C12H16Si",
  "method": "wB97M-V/def2-TZVPD",
  "symbols": ["C", "C", "C", "C", "C", "C", "C", "C", "C", "C", "C", "C", "Si", "H", "H", "H", "H", "H", "H", "H", "H", "H", "H", "H", "H", "H", "H", "H", "H"],
  "coordinates": [[-1.69, 3.65, -0.52], [-2.60, 2.88, -1.18], [-0.30, 3.36, -0.53], [-2.21, 1.65, -1.66], [0.11, 2.27, -1.22], [-0.89, 1.35, -1.74], [1.39, 1.74, -1.56], [1.18, 0.50, -2.08], [-0.22, 0.15, -2.09], [0.97, -3.18, 1.58], [-0.19, 0.47, 1.45], [1.39, -2.14, 0.56], [-0.13, -0.93, 0.29], [-2.11, 4.67, -0.14], [-3.70, 3.13, -1.04], [0.38, 3.88, 0.09], [-2.96, 0.96, -2.00], [2.34, 2.10, -1.20], [2.04, -0.17, -2.47], [-0.62, -0.58, -2.76], [0.61, -2.65, 2.39], [0.17, -3.88, 1.18], [1.90, -3.68, 1.86], [0.41, 0.42, 2.31], [-0.04, 1.35, 0.94], [-1.23, 0.66, 2.01], [1.74, -2.72, -0.41], [2.27, -1.58, 0.83], [-1.33, -1.46, -0.13]],
  "e_homo_ev": -7.14,
  "homo_lumo_gap_ev": 7.4,
  "total_charge": 0,
  "multiplicity": 1
}

{
  "formula": "C12H17As2N9Ni",
  "method": "wB97M-V/def2-TZVPD",
  "symbols": ["Ni", "C", "As", "C", "C", "C", "C", "C", "C", "C", "As", "C", "C", "H", "H", "H", "H", "H", "H", "H", "H", "H", "H", "H", "H", "H", "H", "H", "H", "N", "C", "N", "N", "N", "N", "C", "N", "N", "N", "N", "H"],
  "coordinates": [[0.90, 1.06, 0.37], [1.07, 0.08, -3.07], [1.28, -0.53, -1.24], [2.79, -1.71, -1.42], [-0.29, -1.64, -1.02], [-0.31, -3.01, -1.23], [-1.47, -3.73, -0.98], [-2.61, -3.08, -0.52], [-2.59, -1.71, -0.32], [-1.43, -0.98, -0.57], [-1.30, 0.95, -0.32], [-2.54, 1.32, 1.11], [-2.17, 1.69, -1.89], [0.93, -0.78, -3.73], [1.97, 0.62, -3.37], [0.21, 0.74, -3.15], [2.65, -2.36, -2.28], [2.91, -2.27, -0.50], [3.67, -1.09, -1.57], [0.59, -3.52, -1.56], [-1.48, -4.80, -1.13], [-3.51, -3.65, -0.31], [-3.48, -1.20, 0.04], [-2.22, 0.77, 1.99], [-3.55, 1.03, 0.84], [-2.48, 2.38, 1.30], [-3.08, 2.21, -1.59], [-2.42, 0.89, -2.59], [-1.50, 2.40, -2.37], [1.90, 1.90, 3.43], [0.96, 2.68, 2.82], [0.37, 3.72, 3.35], [-0.44, 4.19, 2.38], [-0.36, 3.46, 1.32], [0.54, 2.47, 1.58], [2.43, 0.79, 2.84], [3.27, -0.03, 3.43], [3.53, -0.99, 2.52], [2.88, -0.75, 1.43], [2.17, 0.39, 1.60], [2.19, 2.12, 4.36]],
  "e_homo_ev": -8.11,
  "homo_lumo_gap_ev": 7.6,
  "total_charge": 0,
  "multiplicity": 1
}

{
  "formula": "C12H17AsClNO4PdS4SeSi",
  "method": "wB97M-V/def2-TZVPD",
  "symbols": ["Pd", "S", "As", "S", "S", "S", "N", "C", "C", "O", "O", "H", "H", "H", "H", "C", "Si", "C", "C", "Se", "H", "H", "H", "H", "H", "H", "H", "H", "H", "Cl", "C", "C", "C", "C", "C", "C", "C", "O", "O", "H", "H", "H", "H"],
  "coordinates": [[0.40, 0.54, 0.31], [4.66, 0.43, 1.36], [2.75, 1.12, 0.79], [2.42, 0.62, -1.25], [0.12, 3.16, -0.05], [1.36, 4.17, -1.17], [0.38, 1.78, 2.86], [-0.99, 1.55, 3.31], [-1.98, 1.87, 2.14], [-2.99, 2.51, 2.40], [-1.64, 1.40, 1.02], [1.04, 1.46, 3.57], [0.52, 2.78, 2.70], [-1.27, 2.15, 4.19], [-1.10, 0.49, 3.55], [0.57, -4.49, 0.86], [1.62, -2.90, 0.59], [3.43, -3.20, 1.17], [1.66, -2.63, -1.30], [0.86, -1.24, 2.00], [1.02, -5.33, 0.34], [-0.43, -4.34, 0.46], [0.48, -4.75, 1.91], [3.95, -3.89, 0.52], [3.45, -3.58, 2.19], [3.97, -2.25, 1.18], [1.76, -3.58, -1.81], [2.49, -1.99, -1.58], [0.74, -2.16, -1.63], [-2.19, 4.63, -3.84], [-2.13, 3.10, -3.02], [-0.97, 2.35, -3.07], [-0.94, 1.13, -2.41], [-2.07, 0.66, -1.74], [-3.23, 1.42, -1.73], [-3.26, 2.65, -2.36], [-2.05, -0.72, -1.09], [-3.04, -1.43, -1.20], [-0.95, -1.06, -0.56], [-0.10, 2.73, -3.59], [-0.04, 0.53, -2.46], [-4.10, 1.05, -1.21], [-4.16, 3.26, -2.34]],
  "e_homo_ev": [-2.04, -2.32],
  "homo_lumo_gap_ev": [6.3, 5.1],
  "total_charge": -2,
  "multiplicity": 5
}

{
  "formula": "C12H17BF16NO3",
  "method": "wB97M-V/def2-TZVPD",
  "symbols": ["C", "O", "C", "B", "N", "H", "H", "H", "H", "H", "H", "H", "H", "H", "C", "C", "C", "F", "F", "F", "F", "O", "C", "C", "F", "F", "F", "F", "H", "H", "H", "H", "C", "C", "C", "F", "F", "F", "F", "O", "C", "C", "F", "F", "F", "F", "H", "H", "H", "H"],
  "coordinates": [[1.98, 2.22, -0.79], [1.25, 2.59, 0.34], [1.81, 2.06, 1.57], [3.09, 2.81, 2.27], [4.49, 2.57, 1.60], [1.60, 2.77, -1.65], [1.88, 1.14, -1.00], [3.05, 2.43, -0.68], [0.97, 2.10, 2.28], [2.02, 0.99, 1.41], [2.87, 4.02, 2.32], [3.10, 2.36, 3.43], [4.66, 3.23, 0.85], [4.56, 1.65, 1.17], [-0.93, -1.12, -3.96], [0.19, -0.13, -3.59], [0.82, 0.68, -4.73], [1.45, -0.15, -5.60], [1.73, 1.53, -4.22], [1.15, -0.75, -2.88], [-0.41, 0.80, -2.80], [-0.53, -2.48, -4.09], [-0.17, -3.02, -5.29], [1.22, -3.66, -5.22], [2.15, -2.72, -4.93], [1.52, -4.20, -6.42], [-0.27, -2.15, -6.31], [-1.04, -4.04, -5.56], [-1.60, -1.11, -3.11], [-1.48, -0.77, -4.83], [0.06, 1.25, -5.27], [1.24, -4.44, -4.46], [-2.14, -1.73, 3.61], [-1.67, -1.39, 5.03], [-2.72, -0.85, 6.01], [-3.19, 0.34, 5.61], [-2.15, -0.69, 7.23], [-0.60, -0.59, 5.01], [-1.29, -2.60, 5.58], [-1.89, -0.75, 2.62], [-2.81, 0.21, 2.31], [-2.21, 1.61, 2.44], [-1.82, 1.82, 3.71], [-3.17, 2.51, 2.14], [-3.94, 0.09, 3.03], [-3.16, 0.04, 1.01], [-1.53, -2.59, 3.32], [-3.19, -2.04, 3.63], [-3.55, -1.56, 6.11], [-1.36, 1.73, 1.76]],
  "e_homo_ev": -3.24,
  "homo_lumo_gap_ev": 5.4,
  "total_charge": -1,
  "multiplicity": 1
}

{
  "formula": "C12H17Br2Cl2INbO",
  "method": "wB97M-V/def2-TZVPD",
  "symbols": ["C", "C", "C", "I", "Nb", "C", "Br", "C", "C", "O", "Br", "H", "H", "H", "H", "H", "H", "H", "H", "H", "H", "H", "H", "H", "Cl", "C", "C", "Cl", "C", "C", "C", "C", "H", "H", "H", "H"],
  "coordinates": [[-2.54, 3.18, 0.76], [-1.28, 2.51, 0.22], [0.03, 3.17, 0.70], [0.30, 5.04, -0.32], [1.81, 1.84, 0.73], [1.31, 0.74, -1.15], [4.00, 0.47, 0.85], [0.72, 0.61, 2.41], [0.08, 1.18, 3.58], [-1.06, 1.21, 3.93], [1.39, 2.10, 4.78], [-2.58, 3.10, 1.85], [-3.44, 2.71, 0.34], [-2.55, 4.24, 0.49], [-1.29, 2.50, -0.87], [-1.27, 1.46, 0.54], [-0.10, 3.49, 1.74], [2.64, 3.03, 1.82], [2.59, 3.03, -0.34], [0.27, 0.86, -1.46], [1.49, -0.30, -0.84], [1.95, 0.94, -2.01], [1.53, -0.07, 2.71], [-0.07, 0.08, 1.87], [2.00, -3.38, 0.01], [0.68, -3.70, -1.06], [-0.62, -3.34, -0.73], [-0.97, -2.57, 0.77], [-1.66, -3.60, -1.61], [-1.40, -4.22, -2.82], [-0.10, -4.58, -3.16], [0.94, -4.32, -2.28], [-2.66, -3.31, -1.33], [-2.22, -4.42, -3.51], [0.11, -5.06, -4.10], [1.95, -4.59, -2.52]],
  "e_homo_ev": -5.11,
  "homo_lumo_gap_ev": 7.4,
  "total_charge": -1,
  "multiplicity": 1
}

{
  "formula": "C12H17FN",
  "method": "wB97M-V/def2-TZVPD",
  "symbols": ["F", "C", "C", "C", "C", "N", "C", "C", "H", "H", "H", "H", "H", "H", "H", "H", "H", "H", "H", "C", "C", "C", "C", "C", "C", "H", "H", "H", "H", "H", "H"],
  "coordinates": [[0.74, 1.92, 0.11], [-0.42, 1.79, -0.86], [-0.81, 0.21, -0.98], [-2.37, -0.15, -0.62], [-2.77, 0.40, 0.88], [-3.60, 1.47, 0.69], [-3.98, 1.87, -0.75], [-3.60, 0.46, -1.51], [-0.11, 2.17, -1.94], [-1.27, 2.49, -0.46], [-0.52, -0.19, -2.04], [-0.15, -0.38, -0.18], [-2.44, -1.31, -0.84], [-2.37, -0.12, 1.86], [-3.98, 2.02, 1.51], [-3.29, 2.71, -1.25], [-5.12, 2.09, -0.72], [-3.54, 0.46, -2.68], [-4.52, -0.23, -1.22], [3.09, -0.57, 1.80], [3.53, -1.81, 2.26], [4.12, -2.71, 1.38], [4.27, -2.37, 0.03], [3.83, -1.13, -0.43], [3.23, -0.23, 0.46], [2.63, 0.13, 2.49], [3.42, -2.07, 3.31], [4.46, -3.68, 1.73], [4.73, -3.08, -0.66], [3.94, -0.87, -1.47], [2.88, 0.73, 0.10]],
  "e_homo_ev": -11.23,
  "homo_lumo_gap_ev": 5.9,
  "total_charge": 1,
  "multiplicity": 1
}

{
  "formula": "C12H17FN2O3",
  "method": "wB97M-V/def2-TZVPD",
  "symbols": ["C", "C", "C", "F", "C", "C", "N", "C", "C", "C", "N", "H", "H", "H", "H", "H", "H", "H", "H", "H", "H", "H", "C", "C", "C", "O", "C", "O", "O", "H", "H", "H", "H", "H", "H"],
  "coordinates": [[4.29, -0.93, 1.74], [3.23, -0.02, 2.61], [1.83, -0.79, 3.00], [1.15, 0.05, 4.05], [0.86, -1.16, 1.74], [1.24, -0.42, 0.33], [1.63, -0.02, -0.87], [-0.74, -0.90, 2.00], [-1.25, 0.62, 1.64], [-1.63, -2.04, 1.19], [-2.44, -2.81, 0.49], [4.47, -2.01, 2.17], [5.31, -0.33, 1.75], [3.98, -1.03, 0.60], [3.78, 0.21, 3.65], [3.04, 1.06, 2.13], [2.10, -1.81, 3.56], [0.97, -2.34, 1.58], [-0.98, -1.07, 3.15], [-2.41, 0.66, 1.93], [-1.22, 0.88, 0.48], [-0.74, 1.47, 2.27], [-2.21, -0.44, -2.31], [-2.51, 0.75, -3.20], [-1.38, 1.09, -4.12], [-1.54, 2.49, -4.31], [-2.17, 2.96, -3.19], [-2.29, 4.14, -2.91], [-2.64, 1.93, -2.42], [-1.43, -0.21, -1.58], [-3.11, -0.71, -1.73], [-1.91, -1.31, -2.89], [-3.44, 0.59, -3.75], [-1.45, 0.57, -5.08], [-0.39, 0.91, -3.69]],
  "e_homo_ev": -10.77,
  "smiles": "CC[C@@H](F)[C@H](C#N)[C@@H](C)C#N.C[C@@H]1COC(=O)O1",
  "homo_lumo_gap_ev": 10.9,
  "total_charge": 0,
  "multiplicity": 1
}

{
  "formula": "C12H17N",
  "method": "wB97M-V/def2-TZVPD",
  "symbols": ["C", "C", "C", "N", "C", "C", "C", "C", "C", "C", "H", "H", "H", "H", "H", "H", "H", "H", "H", "C", "C", "C", "H", "H", "H", "H", "H", "H", "H", "H"],
  "coordinates": [[1.85, -0.11, -1.26], [1.83, 0.58, 0.11], [2.34, 1.79, 0.37], [2.16, 2.05, 1.77], [1.31, 1.08, 2.26], [0.76, 0.94, 3.54], [-0.21, -0.06, 3.64], [-0.48, -1.04, 2.65], [0.37, -1.03, 1.55], [1.16, 0.07, 1.27], [0.81, -0.24, -1.48], [2.41, -1.04, -1.07], [2.44, 0.40, -2.02], [2.64, 2.60, -0.26], [2.15, 3.01, 2.11], [0.77, 1.71, 4.30], [-0.82, 0.04, 4.53], [-1.25, -1.75, 2.88], [0.15, -1.86, 0.88], [-1.10, -1.63, -1.89], [-2.29, -0.95, -2.59], [-2.21, 0.55, -2.58], [-0.65, -0.97, -1.16], [-1.32, -2.68, -1.69], [-0.27, -1.66, -2.62], [-3.17, -1.22, -1.99], [-2.47, -1.39, -3.56], [-1.69, 1.03, -3.41], [-1.99, 0.86, -1.56], [-3.23, 0.93, -2.74]],
  "e_homo_ev": -7.92,
  "smiles": "Cc1c[nH]c2ccccc12.CCC",
  "homo_lumo_gap_ev": 8.9,
  "total_charge": 0,
  "multiplicity": 1
}